Record 1
Here is 18 unconnected molecules or ions with the total composition C84H186N6O12 from OMol25. Energies are from ωB97M-V/def2-TZVPD.

Its total energy is -123619.942 eV. For the HOMO energy, the calculation gives -7.66 eV.

CARTESIAN COORDINATES (ANGSTROEM)
C  -0.79  7.21  4.18
C  0.12  7.28  2.95
C  -0.65  6.42  1.94
O  -1.97  6.83  2.14
C  -2.22  7.32  3.49
H  -0.59  8.02  4.88
H  -0.52  6.34  4.78
H  1.14  6.92  3.08
H  0.18  8.31  2.60
H  -0.69  5.33  1.89
H  -0.34  6.86  0.99
H  -2.89  6.55  3.86
H  -2.74  8.26  3.64
C  6.43  2.71  4.66
C  5.37  1.62  4.96
C  6.18  0.39  4.89
O  7.12  0.57  3.84
C  7.37  1.96  3.62
H  7.02  3.15  5.46
H  5.91  3.54  4.18
H  4.62  1.66  4.18
H  4.89  1.73  5.93
H  5.49  -0.45  4.73
H  6.77  0.22  5.79
H  7.25  2.45  2.66
H  8.38  2.25  3.91
C  -5.55  4.39  3.04
C  -5.60  2.96  3.71
C  -5.24  1.98  2.59
O  -4.54  2.87  1.61
C  -5.10  4.14  1.67
H  -4.92  5.03  3.66
H  -6.56  4.78  3.03
H  -6.54  2.70  4.19
H  -4.85  2.83  4.50
H  -6.00  1.41  2.07
H  -4.51  1.25  2.93
H  -5.91  4.30  0.96
H  -4.40  4.86  1.24
C  0.58  7.51  -4.30
C  -0.42  7.86  -5.37
C  0.28  9.04  -6.12
O  1.66  8.82  -5.84
C  1.92  7.73  -4.98
H  0.45  6.51  -3.88
H  0.52  8.20  -3.46
H  -1.46  8.04  -5.09
H  -0.41  6.92  -5.92
H  0.12  10.00  -5.63
H  0.15  9.00  -7.20
H  2.76  7.70  -4.29
H  2.09  6.89  -5.65
C  -5.55  1.23  -3.32
C  -6.27  2.57  -3.30
C  -7.31  2.29  -2.20
O  -6.57  1.46  -1.30
C  -5.67  0.61  -1.96
H  -4.48  1.40  -3.40
H  -5.96  0.49  -4.01
H  -6.78  2.87  -4.21
H  -5.64  3.43  -3.07
H  -8.20  1.78  -2.55
H  -7.53  3.24  -1.71
H  -6.19  -0.34  -2.07
H  -4.70  0.54  -1.46
C  4.09  3.56  1.35
C  4.11  4.80  0.39
C  2.80  5.54  0.64
O  2.35  4.96  1.91
C  3.30  4.08  2.50
H  5.04  3.16  1.69
H  3.58  2.75  0.83
H  4.14  4.72  -0.70
H  4.90  5.52  0.59
H  2.14  5.40  -0.22
H  3.06  6.59  0.80
H  2.88  3.30  3.14
H  3.93  4.61  3.21
C  -2.50  5.19  -2.84
C  -2.76  5.23  -1.35
C  -3.34  6.60  -1.13
O  -3.78  7.08  -2.39
C  -3.64  6.04  -3.37
H  -2.42  4.20  -3.30
H  -1.61  5.80  -2.95
H  -1.96  4.88  -0.69
H  -3.57  4.52  -1.14
H  -2.56  7.27  -0.76
H  -4.15  6.46  -0.42
H  -3.35  6.45  -4.34
H  -4.55  5.47  -3.56
C  2.47  -3.75  0.38
C  2.49  -4.94  -0.44
C  3.78  -5.65  -0.18
O  4.32  -5.02  0.97
C  3.92  -3.65  1.02
H  1.70  -3.82  1.15
H  2.26  -2.88  -0.24
H  2.57  -4.71  -1.50
H  1.66  -5.63  -0.27
H  4.58  -5.59  -0.92
H  3.64  -6.66  0.22
H  4.59  -3.24  0.27
H  4.00  -3.23  2.02
C  1.55  -2.06  4.78
C  0.84  -1.68  3.48
C  1.72  -0.61  2.84
O  2.46  -0.16  3.90
C  2.63  -1.07  5.01
H  2.00  -3.04  4.63
H  0.83  -2.01  5.60
H  -0.15  -1.31  3.75
H  0.71  -2.58  2.88
H  1.25  0.22  2.32
H  2.39  -1.14  2.16
H  2.50  -0.60  5.98
H  3.64  -1.45  4.92
C  7.67  0.96  -1.13
C  6.43  1.83  -1.40
C  5.34  0.72  -1.76
O  5.94  -0.59  -1.58
C  7.05  -0.38  -0.69
H  8.36  1.36  -0.39
H  8.24  0.72  -2.03
H  6.62  2.39  -2.31
H  6.23  2.35  -0.47
H  4.99  0.74  -2.79
H  4.56  0.79  -1.01
H  7.67  -1.26  -0.84
H  6.72  -0.47  0.35
C  -2.87  -1.92  -4.81
C  -1.33  -2.14  -5.15
C  -1.16  -3.64  -4.70
O  -2.45  -4.11  -4.25
C  -3.24  -3.03  -3.81
H  -3.43  -2.04  -5.74
H  -3.12  -0.93  -4.44
H  -0.62  -1.47  -4.66
H  -1.18  -2.04  -6.22
H  -0.62  -3.75  -3.76
H  -0.82  -4.35  -5.45
H  -2.93  -2.85  -2.78
H  -4.30  -3.27  -3.77
C  -5.94  -2.17  3.25
C  -5.07  -3.41  3.52
C  -4.57  -3.90  2.11
O  -5.38  -3.07  1.20
C  -6.54  -2.53  1.88
H  -5.26  -1.33  3.08
H  -6.68  -1.92  4.01
H  -5.85  -4.12  3.78
H  -4.31  -3.23  4.28
H  -4.78  -4.95  1.90
H  -3.55  -3.58  1.89
H  -7.27  -3.33  1.89
H  -7.00  -1.80  1.21
C  -5.81  -7.11  -5.17
C  -4.40  -7.40  -4.68
N  -4.40  -7.75  -3.23
C  -4.50  -6.49  -2.56
C  -4.59  -6.56  -0.96
C  -3.17  -8.42  -2.77
C  -3.27  -9.91  -2.99
H  -6.37  -8.03  -5.35
H  -5.76  -6.44  -6.03
H  -6.49  -6.75  -4.39
H  -3.78  -7.92  -5.41
H  -3.96  -6.40  -4.75
H  -3.63  -5.89  -2.82
H  -5.37  -5.95  -2.94
H  -4.79  -5.54  -0.64
H  -5.43  -7.10  -0.53
H  -3.58  -6.76  -0.59
H  -2.93  -8.32  -1.72
H  -2.36  -8.00  -3.38
H  -2.37  -10.42  -2.65
H  -3.42  -10.13  -4.04
H  -3.98  -10.34  -2.28
C  -0.82  1.86  9.06
C  -0.76  1.10  7.65
N  -0.34  1.90  6.51
C  -0.50  1.28  5.23
C  -0.56  2.26  4.11
C  1.05  2.40  6.64
C  1.20  3.79  7.13
H  -1.37  1.23  9.76
H  -1.46  2.74  9.13
H  0.17  2.00  9.50
H  -0.15  0.20  7.65
H  -1.79  0.83  7.44
H  -1.44  0.74  5.13
H  0.35  0.60  5.12
H  -1.47  2.86  4.14
H  -0.44  1.73  3.17
H  0.14  3.10  4.07
H  1.72  1.78  7.24
H  1.55  2.37  5.67
H  2.26  3.91  7.35
H  0.85  4.47  6.35
H  0.60  3.99  8.02
C  3.50  -2.24  -5.28
C  4.12  -3.14  -4.15
N  5.19  -4.01  -4.69
C  6.35  -3.31  -5.29
C  7.21  -2.66  -4.27
C  5.43  -5.21  -3.88
C  6.01  -6.34  -4.80
H  2.64  -1.60  -5.07
H  3.24  -2.97  -6.06
H  4.24  -1.55  -5.68
H  4.51  -2.59  -3.29
H  3.26  -3.66  -3.73
H  6.95  -4.05  -5.80
H  5.91  -2.62  -6.01
H  6.69  -1.96  -3.62
H  7.65  -3.39  -3.60
H  8.06  -2.17  -4.76
H  4.49  -5.54  -3.45
H  5.92  -4.90  -2.96
H  5.25  -6.76  -5.45
H  6.34  -7.17  -4.18
H  6.95  -6.11  -5.29
C  -2.01  -4.04  6.45
C  -1.05  -4.46  5.30
N  -0.87  -5.93  5.13
C  0.17  -6.27  4.18
C  0.41  -7.79  3.85
C  -1.94  -6.92  5.41
C  -3.14  -6.79  4.40
H  -2.99  -4.41  6.14
H  -2.05  -2.95  6.50
H  -1.81  -4.48  7.42
H  -1.58  -4.16  4.39
H  -0.10  -3.93  5.36
H  -0.20  -5.75  3.30
H  1.14  -5.87  4.45
H  1.20  -7.91  3.11
H  0.71  -8.33  4.75
H  -0.49  -8.23  3.43
H  -2.34  -6.82  6.42
H  -1.61  -7.96  5.30
H  -2.79  -6.68  3.38
H  -3.65  -5.84  4.59
H  -3.85  -7.62  4.44
C  -2.32  -0.98  1.16
C  -1.77  -0.70  -0.26
N  -0.56  0.20  -0.26
C  0.13  0.26  -1.53
C  1.13  -0.88  -1.77
C  -0.85  1.57  0.16
C  0.35  2.56  0.47
H  -2.67  -0.04  1.60
H  -1.71  -1.36  1.98
H  -3.17  -1.66  1.14
H  -1.51  -1.70  -0.60
H  -2.56  -0.31  -0.91
H  -0.52  0.25  -2.40
H  0.62  1.23  -1.63
H  0.56  -1.77  -2.04
H  1.83  -0.63  -2.57
H  1.81  -1.00  -0.92
H  -1.08  1.40  1.21
H  -1.69  2.11  -0.28
H  0.20  3.41  1.14
H  0.67  3.13  -0.39
H  1.21  2.02  0.87
C  -1.06  1.56  -5.06
C  0.36  1.65  -5.66
N  1.45  2.06  -4.73
C  1.15  3.45  -4.33
C  2.19  3.84  -3.25
C  2.83  1.76  -5.17
C  3.16  2.73  -6.41
H  -1.38  2.48  -4.57
H  -1.16  0.73  -4.35
H  -1.81  1.28  -5.80
H  0.73  0.68  -6.01
H  0.42  2.34  -6.50
H  0.19  3.44  -3.81
H  1.22  4.17  -5.14
H  3.20  4.00  -3.63
H  2.25  3.09  -2.47
H  1.87  4.79  -2.82
H  3.61  1.92  -4.43
H  2.95  0.74  -5.54
H  4.05  2.39  -6.94
H  2.43  2.69  -7.23
H  3.24  3.77  -6.09

---

Record 2
Here is 2 unconnected molecules or ions with the total composition C3H10S from OMol25. Energies are from ωB97M-V/def2-TZVPD.

Its total energy is -14108.215 eV. The relative energy (zero: lowest compared OMol25 entry of this formula, charge and spin) comes out at 11.8 kJ/mol. The SMILES is CCC.S. For the HOMO energy, the calculation gives -9.81 eV.

CARTESIAN COORDINATES (ANGSTROEM)
C  1.16  0.97  0.17
C  1.22  -0.40  -0.52
C  -0.10  -0.74  -1.24
H  1.97  1.08  0.89
H  0.21  1.11  0.69
H  1.23  1.75  -0.59
H  1.45  -1.20  0.20
H  2.02  -0.37  -1.26
H  0.11  -1.33  -2.14
H  -0.77  -1.33  -0.62
H  -0.61  0.17  -1.54
S  -2.99  -0.27  1.66
H  -1.86  -0.47  2.33
H  -3.04  1.03  1.96

---

Record 3
Here is a molecular structure, C14H42F2KN3O11S2 from OMol25. Energies are from ωB97M-V/def2-TZVPD.

Its total energy is -85621.473 eV. For the HOMO energy, the calculation gives -9.49 eV.

CARTESIAN COORDINATES (ANGSTROEM)
K  27.59  26.64  -2.50
N  29.31  24.86  -3.72
S  30.88  24.85  -3.80
O  31.52  23.71  -4.40
O  31.60  25.56  -2.77
F  31.00  25.93  -5.00
S  29.35  23.73  -2.50
O  29.57  24.27  -1.19
O  29.63  22.36  -2.81
F  27.76  23.59  -2.48
C  30.13  18.95  -2.00
C  29.25  18.34  -3.09
O  27.92  18.12  -2.65
H  31.09  19.28  -2.39
H  30.38  18.21  -1.23
H  29.54  19.77  -1.60
H  29.63  17.38  -3.47
H  29.24  18.93  -4.01
H  27.88  17.93  -1.71
C  35.32  23.23  -2.81
C  34.43  22.25  -3.55
O  34.02  22.80  -4.79
H  34.75  23.95  -2.23
H  35.90  23.76  -3.57
H  36.04  22.78  -2.12
H  33.55  21.94  -2.97
H  34.94  21.32  -3.79
H  33.15  23.22  -4.67
C  30.90  28.67  -1.22
C  30.48  27.83  -0.01
O  29.50  26.84  -0.27
H  31.66  28.18  -1.83
H  31.39  29.59  -0.90
H  30.02  29.04  -1.76
H  30.21  28.45  0.84
H  31.39  27.34  0.34
H  29.90  25.97  -0.38
C  32.17  29.25  -4.66
C  32.17  29.00  -6.17
O  32.19  30.24  -6.89
H  32.36  28.27  -4.22
H  31.24  29.57  -4.19
H  32.90  30.02  -4.42
H  31.26  28.47  -6.46
H  33.05  28.43  -6.48
H  33.03  30.66  -6.68
C  28.37  21.65  -6.04
C  28.14  23.06  -6.52
O  27.47  23.87  -5.52
H  27.46  21.10  -5.81
H  29.15  21.54  -5.30
H  28.74  21.06  -6.90
H  27.47  23.09  -7.38
H  29.08  23.60  -6.69
H  28.09  24.11  -4.80
C  28.31  28.14  -5.57
O  28.11  28.54  -4.42
N  28.15  26.84  -5.90
N  28.56  28.99  -6.58
H  28.11  26.54  -6.85
H  28.17  26.17  -5.16
H  28.83  29.92  -6.31
H  28.61  28.62  -7.51
C  24.67  23.69  1.57
C  25.71  22.62  1.32
C  27.14  23.15  1.65
O  25.43  21.47  2.11
H  23.68  23.23  1.58
H  24.66  24.36  0.71
H  24.82  24.28  2.47
H  25.84  22.42  0.25
H  27.09  24.22  1.86
H  27.78  22.96  0.79
H  27.56  22.65  2.51
H  26.05  20.79  1.81

---

Record 4
Here is 2 unconnected molecules or ions with the total composition C2H3N2S2 from OMol25. Energies are from ωB97M-V/def2-TZVPD.

Its total energy is -26764.545 eV. The relative energy (zero: lowest compared OMol25 entry of this formula, charge and spin) comes out at 116.2 kJ/mol. For the HOMO energy, the calculation gives -12.96 eV. Its charge is +1.

CARTESIAN COORDINATES (ANGSTROEM)
C  1.36  0.04  -0.04
C  -3.33  -0.21  -0.10
N  0.23  -0.09  0.16
N  2.63  0.19  0.01
S  -3.56  1.30  -0.11
S  -2.89  -1.70  -0.08
H  -0.77  0.16  0.36
H  3.22  0.19  0.72
H  3.13  0.12  -0.90